1.
Density functional theory data (wB97M-V/def2-TZVPD) for a 8-piece molecular cluster, H15O8 overall at a distorted geometry.

Computed properties:
LUMO level, eV: 3.6746
2S+1: 1
ΔE to the lowest compared entry with this formula, charge and spin, kJ/mol: 49.3
Charge: -1

Element x y z (Å)
O -0.948 -0.340 -1.978
H -0.001 -0.476 -2.005
O -0.729 2.215 -1.065
H -1.012 1.788 -0.233
H -0.740 1.421 -1.607
O 1.721 -0.687 -1.527
H 1.542 -1.302 -0.763
H 1.751 0.196 -1.107
O -2.119 -1.723 0.877
H -1.099 -0.681 -1.114
H -1.136 -2.018 0.980
O 0.447 -2.042 1.008
H 0.980 -0.590 1.767
H 0.689 -2.947 1.205
O -1.594 0.869 1.205
H -1.911 -0.042 1.121
H -2.597 -2.548 0.854
O 1.146 0.365 1.882
H 1.684 0.623 1.120
H -0.730 0.717 1.590
O 1.848 2.139 -0.865
H 1.848 2.730 -0.109
H 0.962 2.332 -1.236

2.
Density functional theory data (wB97M-V/def2-TZVPD) for one molecule with the formula C4H11N3O at a distorted geometry.

Computed properties:
LUMO level, eV: 0.4278
2S+1: 1
ΔE to the lowest compared entry with this formula, charge and spin, kJ/mol: 357.6

Element x y z (Å)
C 0.727 -0.436 0.084
C -1.829 0.299 -0.367
C 1.177 1.017 0.202
C -0.732 -0.718 -0.477
N 1.575 -1.103 -0.894
N 0.856 -1.067 1.400
N -1.751 1.599 0.000
O -1.073 -1.943 -0.484
H 1.166 -2.014 -1.094
H 2.490 -1.258 -0.483
H 0.345 -0.549 2.108
H 0.446 -1.997 1.341
H -0.956 2.136 -0.318
H -2.612 2.130 0.019
H -2.787 -0.171 -0.144
H -0.979 -0.041 -1.602
H 2.220 1.035 0.519
H 0.609 1.564 0.956
H 1.109 1.516 -0.766

3.
Density functional theory data (wB97M-V/def2-TZVPD) for one molecule with the formula C3H3Br2NO at a distorted geometry.

Computed properties:
LUMO level, eV: 0.0725
2S+1: 1
ΔE to the lowest compared entry with this formula, charge and spin, kJ/mol: 126.2
SMILES: O=C1[C@@H](Br)CN1Br

Element x y z (Å)
O -0.627 1.774 -1.468
C -0.327 0.935 -0.743
C 0.885 -0.001 -0.365
Br 2.479 0.811 0.415
C 0.056 -0.652 0.669
N -1.039 0.319 0.485
Br -2.757 -0.179 0.208
H 1.217 -0.856 -1.191
H -0.318 -1.662 0.335
H 0.431 -0.489 1.656